Record 1
The following is a DFT calculation (ωB97M-V/def2-TZVPD) of a structure of composition C21H27CaN4O3S3.

Results
total charge: -1
strongest force on any atom: 2.2 eV/A
E_HOMO: -3.373 eV
ΔE to the lowest compared entry with this formula, charge and spin: 0.881 eV

Geometry as XYZ:
```
59
Properties=species:S:1:pos:R:3:forces:R:3
H -1.20919 5.27461 1.84323 0.0 0.0 -0.1
H 1.25932 -1.24921 5.33298 0.1 0.0 0.0
H -2.09509 -0.66006 -7.20060 0.0 0.0 -0.1
C -0.27345 4.81206 1.51926 0.1 0.1 0.0
C -0.62324 0.14285 -5.85326 0.2 0.1 0.0
C 1.77653 -2.81995 3.18527 0.1 -0.1 0.0
N -0.05060 2.50457 0.70087 0.1 -0.3 -0.3
H 1.93314 2.86544 0.20210 0.0 0.0 0.0
C -0.64467 3.01547 3.02769 0.0 0.1 0.2
C 2.23962 -1.72820 5.23710 0.0 0.3 0.1
C 1.16783 -2.81276 0.43428 -0.2 0.6 0.4
C -0.84370 2.04835 1.83720 -0.3 -0.1 0.2
H 2.60578 -1.99806 6.22895 -0.1 0.0 -0.1
H -2.03301 -1.91025 -2.00256 -0.4 0.0 -0.3
H -1.53932 3.79139 0.04087 0.1 0.0 -0.1
H -0.15628 0.78601 -6.57930 0.1 0.1 -0.1
C 1.35764 2.53846 1.07524 0.2 0.0 0.1
C -3.16756 1.01768 -1.44620 -0.1 0.2 -0.3
H 0.42587 5.61442 1.26709 0.0 0.0 0.0
S -1.89066 1.95679 -2.09002 0.1 0.9 -0.5
H 1.95706 2.97882 3.14784 0.0 0.0 -0.1
H -3.09709 -2.11732 -5.46739 -0.1 0.0 0.0
S -4.74609 1.34037 -1.83903 -0.6 0.1 -0.1
H 2.93775 -1.01944 4.77479 -0.1 0.0 0.0
O 2.16380 -2.91945 4.49596 -0.1 -0.3 -0.5
H -0.31853 -4.37174 -1.52367 -0.1 -0.1 0.1
H 2.23780 4.31882 2.02728 0.0 -0.1 0.0
H 2.20275 -4.90996 2.91964 0.0 -0.1 0.0
O 0.70032 -0.49158 0.70056 0.6 0.0 1.5
H -0.22268 2.50426 3.89886 -0.1 0.0 0.0
H 0.07877 4.16192 -0.55013 -0.1 0.0 0.0
H 1.65626 1.51912 1.32236 0.1 0.0 0.0
C -0.48824 3.84619 0.33013 -0.2 0.2 -0.2
H 0.70200 -3.78238 -2.83541 0.0 0.1 0.0
H 1.64150 -4.91341 0.54158 0.0 0.0 0.0
C 1.34839 -1.66541 2.58928 0.1 0.2 0.2
C 0.94295 -2.73821 -0.98564 0.2 -0.7 -0.3
C 1.55578 3.49893 2.27285 0.1 0.1 0.1
H -3.20274 -2.51485 -3.05987 0.0 0.1 0.1
C 1.86263 -4.00873 2.43211 0.1 -0.2 0.1
C -0.18688 0.12230 -4.54351 -0.1 0.1 -0.4
H 1.24437 -0.74032 3.13683 0.0 0.1 0.0
H -1.58464 3.48208 3.33479 0.0 -0.1 0.0
Ca -0.26271 0.12857 -1.00430 -0.7 1.4 -1.5
H -0.52589 1.03376 2.08067 -0.1 0.0 0.0
O 0.94776 -1.67302 -1.60658 0.2 -0.5 -0.3
N -2.23880 -2.24120 -2.94870 0.1 -0.3 0.3
C 1.54599 -3.99191 1.10051 0.0 0.0 0.1
H 0.62914 0.75727 -4.22186 0.1 0.1 0.0
H -1.89012 2.00670 1.52555 0.1 -0.1 0.0
C 1.04979 -1.59863 1.19844 0.4 -0.8 0.4
N -0.73042 -0.63123 -3.60255 -0.2 -0.1 0.4
H 1.39663 -4.79128 -1.55111 0.1 -0.1 0.1
S -2.78596 -0.28654 -0.38133 -0.2 -0.8 0.9
N 0.27792 4.08707 2.65881 0.1 0.2 0.3
C -1.69863 -0.66742 -6.19567 0.0 -0.1 0.2
C -2.26398 -1.46992 -5.23459 0.0 0.1 0.0
C 0.67696 -4.01059 -1.77232 0.1 0.3 -0.1
C -1.75192 -1.42127 -3.92539 0.1 -0.1 -0.4
```
Forces are in eV/Å.



Record 2
The following is a DFT calculation (ωB97M-V/def2-TZVPD) of a structure of composition C21H27Cl5GeLi.

Results
total charge: +1
strongest force on any atom: 0.3 eV/A
E_HOMO: -11.651 eV

Geometry as XYZ:
```
55
Properties=species:S:1:pos:R:3:forces:R:3
Ge 0.06573 -1.52815 -0.27133 0.2 0.3 0.0
C 1.34299 2.74478 2.50809 -0.1 0.1 0.0
H -3.18616 -2.65705 -3.38633 0.0 0.0 0.0
C 0.00976 -2.20916 -2.06909 -0.1 -0.1 -0.2
C -0.30983 3.56328 0.37644 0.0 0.0 0.0
H 1.10420 5.16081 0.13207 0.0 -0.1 0.0
Li 1.64187 1.98962 0.14354 -0.2 0.1 0.1
Cl 5.32004 -2.72993 -0.04777 0.0 0.0 0.0
H -0.09681 1.17478 2.79955 0.0 0.0 -0.1
C 4.82565 -1.10889 -0.33468 0.0 -0.2 0.0
C -2.00373 -2.65961 1.54676 0.0 0.0 0.1
H -4.30923 -2.13790 3.08592 0.0 0.0 0.0
H 1.95454 2.45371 3.35297 0.0 0.0 -0.1
H -2.13531 -3.37460 2.36346 0.0 0.0 0.0
Cl 2.34530 -2.04998 0.23052 0.1 -0.1 0.2
C -4.13551 -1.47035 2.23992 0.0 0.0 0.0
H -4.58704 -0.50652 2.47800 0.0 0.0 0.0
C -2.37566 -2.04042 -2.99793 0.1 0.0 0.0
Cl 6.44460 2.37719 -1.39802 0.0 0.0 0.0
C 0.18977 2.02775 2.19594 0.0 0.1 0.0
H -2.16159 -0.41768 -1.54975 0.0 0.0 0.0
C -1.26126 -2.95994 -2.49839 0.0 0.0 -0.1
H 2.55182 4.45097 2.00278 0.0 0.0 0.0
C -2.64532 -1.33676 1.95294 0.0 -0.1 0.1
H -3.69231 -0.42185 -2.38311 0.0 -0.1 0.0
H -1.95935 3.29030 -0.99212 0.0 0.0 0.0
C 2.99374 0.53924 -0.41156 0.1 0.1 0.1
C 3.49993 -0.70688 -0.22216 0.0 0.1 -0.1
C 5.75832 -0.13876 -0.69134 0.0 0.0 0.0
C -0.62432 2.43140 1.13823 0.1 0.1 0.1
C 3.96982 1.45370 -0.77776 0.0 -0.1 -0.1
C 1.66829 3.87502 1.75884 -0.2 0.0 0.0
H -4.66637 -1.88377 1.37734 0.0 0.0 0.1
H -2.52064 -3.09108 0.68614 0.0 0.0 0.0
H -0.00800 -2.04572 2.12063 0.0 0.0 0.1
H -2.49127 -0.58991 1.16955 0.0 0.1 -0.2
Cl 7.41338 -0.54809 -0.84058 0.0 0.0 0.0
H -1.74695 4.94233 -0.41517 0.0 0.0 0.0
H 0.14866 -0.01696 -0.13282 -0.1 0.1 0.0
H -1.62175 -3.60947 -1.69368 0.0 0.0 0.0
C 0.84918 4.27533 0.70425 0.0 0.0 0.1
H -3.39949 -1.62247 -1.13038 0.0 0.0 0.1
C -0.50280 -2.53523 1.27936 -0.1 -0.1 0.0
H -2.13033 -0.95871 2.84298 0.0 0.0 0.0
H -0.64984 4.29610 -1.62764 0.0 0.0 0.0
Cl 3.42097 3.11557 -1.07411 0.2 -0.1 -0.1
C 5.32318 1.16736 -0.92968 0.0 0.2 0.0
H -1.99496 -1.46515 -3.84733 0.0 0.0 0.0
H 0.88424 -2.86048 -2.11529 0.0 -0.1 -0.1
H -0.03150 -3.51329 1.15709 -0.1 -0.1 0.1
C -1.21566 4.04189 -0.73009 0.1 0.0 0.1
H 0.20186 -1.36542 -2.73499 0.1 0.0 0.0
H -0.98585 -3.62392 -3.31812 0.0 -0.1 0.0
C -2.93510 -1.08337 -1.95655 0.0 0.1 0.1
H -1.54386 1.89631 0.93444 0.0 -0.1 -0.1
```
Forces are in eV/Å.



Record 3
The following is a DFT calculation (ωB97M-V/def2-TZVPD) of an isolated molecule of C21H27ClN2O5.

Results
SMILES string: COc1c(C)cc(C(=O)NCCCOCCNC(=O)C#C[C@H]2CCOC2)cc1Cl
strongest force on any atom: 0.2 eV/A
E_HOMO: -9.218 eV
ΔE to the lowest compared entry with this formula, charge and spin: 2.026 eV

Geometry as XYZ:
```
56
Properties=species:S:1:pos:R:3:forces:R:3
H 0.22586 -3.37261 -6.62114 0.0 0.0 0.0
C 3.31185 0.85697 -1.44070 0.0 0.0 0.0
H -0.19658 -0.64119 0.90226 0.0 0.0 0.0
H 3.71245 -0.16120 -1.51495 0.0 0.0 0.0
H 2.03345 0.47481 0.84818 0.0 0.0 0.0
C -6.19698 0.89015 0.83081 0.0 0.0 0.0
H -0.34937 -0.43480 -0.84495 0.0 0.0 0.0
C 1.60102 -3.29447 -9.52306 0.0 0.0 0.0
C -5.05458 1.65989 -1.54997 0.0 0.0 0.0
O 0.81273 -3.91137 -8.49904 0.0 0.0 0.0
Cl -6.92277 0.36096 2.31494 0.0 0.0 0.0
H 3.06785 2.57609 -2.69202 0.0 0.0 0.0
C -7.31328 2.08472 -2.58848 0.0 0.0 0.0
C 1.58291 0.04157 -0.05752 0.0 0.0 0.0
C 2.34206 -2.12550 -8.87151 0.0 0.0 0.0
O -8.37241 1.25039 -0.10172 0.0 0.0 0.0
H 0.61306 -1.31260 -7.85191 0.0 0.0 0.0
C 2.85162 -0.67150 -5.64800 0.0 0.0 0.0
C -0.51992 1.39127 0.26306 0.0 0.0 0.0
C -7.01149 1.28900 -0.22513 0.0 0.0 0.0
H -4.23430 0.53434 1.54848 0.0 0.0 0.0
H 3.35457 -2.40952 -8.58362 0.0 0.0 0.0
H 2.28792 -4.02909 -9.94849 0.0 0.0 0.0
H 4.57865 1.68374 -2.95817 0.0 0.0 0.0
H -8.19278 1.44692 -2.65670 0.0 0.0 0.0
H -8.54006 2.60209 1.47395 0.0 0.0 0.0
H -4.57782 1.93501 -2.48205 0.0 0.0 0.0
H -6.75878 2.03289 -3.52392 0.0 0.0 0.0
C 1.11104 -3.31278 -7.25215 0.0 0.0 0.0
C -4.24029 1.28542 -0.48825 0.0 0.0 0.0
H 2.40132 -1.24986 -9.51485 0.0 0.0 0.0
C 3.51392 1.58325 -2.75393 -0.1 -0.1 0.0
H 1.94526 -3.81909 -6.75211 0.0 0.0 0.0
C -2.75554 1.30914 -0.72070 0.0 0.0 0.0
C -4.81861 0.88793 0.70949 0.0 0.0 0.0
O -2.28818 1.29589 -1.84718 0.0 0.0 0.0
O 1.92455 0.82468 -1.18259 0.0 0.0 0.0
H -0.11721 1.84744 1.16950 0.0 0.0 0.0
C 0.07465 0.00192 0.06076 0.0 0.0 0.0
C -6.43702 1.67432 -1.43847 0.0 0.0 0.0
N -1.96908 1.36437 0.38293 0.1 0.0 0.0
C 1.51494 -1.87661 -7.60048 0.0 0.0 -0.1
H 1.98524 -0.97270 -0.17214 0.0 0.0 0.0
O 4.76276 -0.35060 -4.31806 0.0 0.0 0.0
H 1.92624 0.98234 -4.04714 0.0 0.0 0.0
C -8.92906 2.43482 0.46782 0.0 0.0 0.0
C 2.23771 -1.19687 -6.53588 0.0 0.0 0.1
H -2.38896 1.46915 1.28783 0.0 0.0 0.0
N 2.90906 0.87559 -3.86411 0.1 0.1 -0.1
H 3.84387 1.37887 -0.63422 0.0 0.0 0.0
C 3.60838 -0.05124 -4.56270 0.0 -0.1 0.1
H -7.66388 3.11233 -2.46876 0.0 0.0 0.0
H -0.25893 2.02475 -0.58304 0.0 0.0 0.0
H 0.92204 -2.96486 -10.31198 0.0 0.0 0.0
H -10.00344 2.27832 0.51317 0.0 0.0 0.0
H -8.70981 3.30410 -0.15713 0.0 0.0 0.0
```
Forces are in eV/Å.



Record 4
The following is a DFT calculation (ωB97M-V/def2-TZVPD) of a structure of composition C21H27MgN9O4S3.

Results
strongest force on any atom: 0.5 eV/A
E_HOMO: -8.187 eV

Geometry as XYZ:
```
65
Properties=species:S:1:pos:R:3:forces:R:3
H 0.89998 0.99140 2.16666 0.0 0.0 0.0
S -0.83285 -1.88776 2.43915 0.0 -0.1 -0.1
H 1.68240 -3.90503 -0.79634 0.0 0.0 0.0
N 1.84314 -0.32444 0.85279 0.1 0.0 -0.1
H -0.28030 -5.03590 -1.65043 0.0 0.0 0.0
H -2.74428 -1.00950 -3.09812 0.0 0.0 0.0
N 0.02218 1.92840 -2.67520 0.0 0.0 0.0
H 4.23290 -0.44004 3.08616 0.0 0.0 0.0
C 1.64813 -4.02001 0.28400 0.0 0.1 -0.1
N 0.09012 -0.06304 -1.64237 0.2 0.0 -0.2
S 1.43225 -3.72799 3.20898 0.0 0.0 0.0
O 1.88504 -2.84128 -3.11725 0.1 0.1 0.1
H -3.28482 -2.04034 0.32268 0.0 0.0 0.0
H 4.18207 -1.92084 -2.45368 0.0 0.0 0.0
C -0.99445 1.78637 -0.43681 0.0 0.0 0.0
H -1.92466 -3.96506 -0.11118 0.0 0.0 0.0
C 4.22768 0.30876 2.28457 0.0 0.0 0.0
N 4.21074 -0.33528 0.98061 0.0 0.0 0.0
H 6.27014 -0.27404 0.90376 0.0 0.0 0.0
N 0.64958 0.99973 -3.42761 0.0 0.0 0.0
H 3.09157 2.02587 1.69173 0.0 0.0 0.0
H -1.33829 3.77094 -1.19470 0.0 0.0 0.0
C -2.27433 2.66844 1.70998 0.0 0.0 0.0
H -3.63856 -0.90028 -0.84674 0.0 0.0 0.0
C -1.74209 -3.55502 -1.09799 0.0 0.0 0.0
S 1.09560 -3.85354 -3.87025 0.0 -0.2 0.1
H 1.66959 -0.36889 2.94877 0.0 0.0 0.0
C -0.82168 -4.14811 -1.94836 0.0 0.0 0.0
H 1.01084 1.23824 -4.33630 0.0 0.0 0.0
C 5.50792 -1.06921 -0.95400 0.0 0.0 0.0
H 2.97679 1.63925 3.41456 0.0 0.0 0.0
N -2.95045 -1.55050 -0.49538 -0.3 0.1 0.0
H -1.90336 0.67540 2.47339 0.0 0.0 0.0
C 3.02160 1.20815 2.41383 0.0 0.0 0.0
O 0.70154 -3.03963 0.76487 0.0 -0.1 0.0
C -2.20390 -1.89476 -2.77858 0.0 0.0 0.0
H -2.79813 3.02028 2.58961 0.0 0.0 0.0
C 1.79322 0.36655 2.14604 0.0 0.0 0.0
N -1.14565 0.93237 0.57498 0.1 0.0 -0.1
N 3.10681 -1.33481 -0.79110 0.0 0.1 -0.1
H 4.44721 -2.93524 -1.04687 0.0 0.0 0.0
C 4.31737 -1.89796 -1.37579 -0.1 -0.1 0.1
Mg -0.05316 -1.06865 0.22465 -0.1 0.1 0.5
H 1.15218 -1.08988 -3.21513 0.0 0.0 0.0
H 6.43473 -1.54987 -1.26602 0.0 0.0 0.0
C 0.48726 -2.94079 2.13517 0.0 -0.1 -0.1
H 5.15687 0.87638 2.35668 0.0 0.0 0.0
C -1.47705 3.08782 -0.36646 0.0 0.0 0.0
C -0.29432 1.24536 -1.60540 0.0 0.0 0.0
N -2.11616 3.52887 0.70856 0.0 0.0 0.0
O 1.46037 -5.20354 -3.50640 0.0 0.0 0.0
H 5.46235 -0.08048 -1.41620 0.0 0.0 0.0
H 1.30003 -5.01250 0.56147 0.0 0.0 0.0
C 5.47120 -0.92761 0.55178 0.0 0.0 0.0
H -1.06813 -2.07591 -4.59617 0.0 0.0 0.0
C 0.69371 -0.18178 -2.81502 -0.1 0.0 0.0
H 5.61590 -1.90570 1.02836 0.0 0.0 0.0
H 2.62253 -3.84090 0.73161 0.0 0.0 0.0
C -1.26885 -2.48158 -3.61160 0.0 0.0 0.0
C -1.78926 1.37008 1.65078 0.0 0.0 0.0
C -0.50695 -3.55009 -3.15755 0.0 0.0 0.0
O 1.00171 -3.53886 -5.27684 0.0 0.0 0.0
H 2.25758 -1.57380 -1.27587 0.0 -0.1 0.1
C -2.35356 -2.36205 -1.47358 0.1 0.1 0.0
C 3.02483 -0.65996 0.38413 0.0 0.0 0.0
```
Forces are in eV/Å.



| no. | E_LUMO (eV) | molecular weight (Da) |
| --- | --- | --- |
| 1 | 2.45 | 519.8 |
| 2 | -2.62 | 536.3 |
| 3 | 0.59 | 422.9 |
| 4 | -1.02 | 590.0 |